1.
{"formula": "C21H19AuF6N3O7PS5", "method": "ωB97M-V with the def2-TZVPD basis set", "relative_energy_kj_mol": 150.29, "homo_energy_ev": -8.873, "total_energy_ev": -124347.405, "fmax_ev_per_a": 2.3, "total_charge": 0, "species": ["Au", "F", "C", "F", "F", "S", "O", "O", "N", "S", "O", "O", "C", "F", "F", "F", "C", "P", "C", "C", "C", "C", "C", "C", "C", "C", "C", "C", "C", "C", "H", "H", "H", "H", "H", "H", "H", "H", "H", "H", "H", "H", "H", "O", "S", "O", "O", "S", "N", "C", "S", "C", "C", "C", "N", "C", "C", "H", "H", "H", "H", "H", "H"], "xyz": [[-0.736, 1.666, -1.102], [-0.075, -4.544, -3.210], [-1.057, -5.398, -2.943], [-0.992, -5.718, -1.645], [-0.912, -6.490, -3.667], [-2.754, -4.615, -3.207], [-2.136, -1.193, -1.235], [-3.605, -5.721, -3.573], [-2.783, -1.607, -3.556], [-1.513, 1.589, -4.208], [-0.611, 2.711, -4.437], [-1.042, 0.801, -2.930], [-3.039, 2.430, -3.455], [-2.747, 3.630, -2.954], [-3.939, 2.586, -4.430], [-3.598, 1.695, -2.487], [2.488, -3.179, -0.081], [1.210, -1.867, -0.213], [0.618, -1.692, 1.518], [-0.375, -0.732, 1.764], [-0.979, -0.672, 3.015], [-0.577, -1.517, 4.040], [0.413, -2.456, 3.801], [1.006, -2.544, 2.549], [2.300, -0.396, -0.344], [3.192, -0.029, 0.667], [3.977, 1.105, 0.537], [3.886, 1.886, -0.612], [3.018, 1.524, -1.629], [2.229, 0.385, -1.494], [3.234, -2.985, 0.692], [2.995, -3.224, -1.045], [2.017, -4.146, 0.094], [-0.984, -0.443, 0.910], [-1.743, 0.075, 3.205], [-1.049, -1.456, 5.012], [0.725, -3.129, 4.591], [1.767, -3.295, 2.383], [3.253, -0.625, 1.571], [4.654, 1.389, 1.333], [4.494, 2.776, -0.710], [2.943, 2.124, -2.527], [1.547, 0.107, -2.290], [-3.559, -2.228, -5.820], [-2.415, -2.298, -4.992], [-1.126, -1.916, -5.455], [-2.233, -3.881, -4.596], [-1.623, -1.440, -2.553], [-0.830, 4.721, 5.203], [0.209, 4.084, 4.639], [1.666, 3.935, 5.373], [-0.052, 3.529, 3.273], [-1.014, 4.070, 2.427], [-1.190, 3.539, 1.166], [-0.438, 2.527, 0.719], [0.474, 1.964, 1.531], [0.691, 2.453, 2.806], [-0.709, 5.109, 6.123], [-1.751, 4.710, 4.801], [-1.614, 4.925, 2.707], [-1.926, 3.933, 0.480], [1.296, 1.479, 1.022], [1.423, 1.982, 3.447]]}

---

2.
{"formula": "C21H19BrN2O6S2", "method": "ωB97M-V with the def2-TZVPD basis set", "smiles": "CN(c1ccc(OCC(=O)OCC(=O)Nc2ccc(Br)cc2)cc1)S(=O)(=O)c1cccs1", "homo_energy_ev": -8.205, "total_energy_ev": -129063.070, "fmax_ev_per_a": 1.1, "total_charge": 0, "species": ["C", "N", "C", "C", "C", "C", "C", "C", "H", "H", "O", "C", "C", "O", "O", "C", "H", "C", "O", "N", "C", "C", "C", "C", "C", "C", "H", "H", "Br", "H", "H", "H", "H", "H", "H", "H", "H", "S", "O", "O", "C", "C", "C", "C", "S", "H", "H", "H", "H", "H", "H"], "xyz": [[1.688, -2.359, -1.537], [1.428, -0.983, -1.185], [1.153, -0.623, 0.134], [0.683, -1.551, 1.059], [0.387, -1.177, 2.360], [0.577, 0.135, 2.773], [1.069, 1.061, 1.855], [1.356, 0.690, 0.560], [1.726, 1.424, -0.134], [1.224, 2.076, 2.184], [0.337, 0.603, 4.036], [-0.434, -0.193, 4.893], [-1.840, -0.472, 4.365], [-2.537, -1.371, 4.750], [-2.181, 0.419, 3.437], [-3.503, 0.373, 2.911], [-4.101, 1.153, 3.392], [-3.515, 0.629, 1.398], [-4.347, 1.346, 0.899], [-2.560, -0.060, 0.728], [-2.368, -0.077, -0.664], [-1.800, -1.212, -1.237], [-1.593, -1.280, -2.601], [-1.957, -0.203, -3.390], [-2.531, 0.927, -2.837], [-2.736, 0.992, -1.473], [-3.182, 1.868, -1.034], [-2.806, 1.759, -3.466], [-1.675, -0.288, -5.252], [-1.152, -2.155, -3.052], [-1.531, -2.048, -0.608], [-1.947, -0.665, 1.259], [-3.952, -0.604, 3.129], [-0.539, 0.386, 5.817], [0.051, -1.146, 5.142], [0.015, -1.931, 3.039], [0.543, -2.582, 0.777], [1.332, 0.142, -2.416], [0.366, 1.146, -2.100], [1.207, -0.588, -3.638], [2.932, 0.904, -2.403], [3.223, 2.233, -2.359], [4.613, 2.477, -2.399], [5.339, 1.331, -2.476], [4.343, -0.071, -2.508], [6.405, 1.224, -2.520], [5.046, 3.461, -2.373], [2.463, 2.990, -2.302], [1.988, -2.369, -2.582], [0.798, -2.984, -1.431], [2.492, -2.760, -0.918]]}

---

3.
{"formula": "C21H19Cl2NO3S", "method": "ωB97M-V with the def2-TZVPD basis set", "homo_energy_ev": -8.385, "total_energy_ev": -65598.040, "fmax_ev_per_a": 1.9, "total_charge": 0, "species": ["O", "C", "N", "H", "C", "H", "H", "C", "C", "C", "C", "C", "C", "C", "H", "H", "Cl", "H", "H", "H", "H", "C", "C", "C", "C", "C", "H", "H", "S", "O", "C", "C", "C", "C", "C", "C", "C", "Cl", "H", "H", "H", "H", "H", "H", "O", "H", "H"], "xyz": [[-0.529, 3.894, -0.984], [-0.494, 2.763, -0.540], [-1.164, 2.349, 0.565], [-1.105, 1.364, 0.790], [-2.320, 3.036, 1.084], [-2.381, 2.834, 2.156], [-2.175, 4.106, 0.922], [-3.616, 2.565, 0.378], [-3.538, 1.083, 0.141], [-3.147, 0.599, -1.101], [-2.902, -0.748, -1.295], [-3.045, -1.618, -0.230], [-3.480, -1.169, 1.005], [-3.722, 0.180, 1.182], [-4.036, 0.539, 2.152], [-3.595, -1.861, 1.823], [-2.636, -3.288, -0.432], [-2.582, -1.113, -2.259], [-3.007, 1.286, -1.923], [-4.474, 2.823, 1.000], [-3.705, 3.083, -0.577], [0.309, 1.674, -1.129], [1.343, 1.640, -2.027], [1.687, 0.280, -2.184], [0.832, -0.426, -1.378], [0.671, -1.867, -1.104], [-0.215, -2.267, -1.601], [1.546, -2.434, -1.409], [0.340, -2.250, 0.709], [-0.493, -1.180, 1.247], [2.068, -1.919, 1.368], [2.457, -0.495, 1.229], [1.778, 0.477, 1.960], [2.078, 1.819, 1.818], [3.087, 2.216, 0.957], [3.788, 1.268, 0.233], [3.463, -0.071, 0.363], [4.349, -1.224, -0.584], [4.578, 1.563, -0.439], [3.328, 3.261, 0.844], [1.525, 2.556, 2.379], [0.995, 0.166, 2.633], [1.993, -2.204, 2.417], [2.736, -2.598, 0.846], [-0.005, 0.414, -0.754], [2.458, -0.124, -2.806], [1.797, 2.484, -2.502]]}